[1]
{"formula": "C3H6O2", "method": "ωB97M-V with the def2-TZVPD basis set", "e_lumo_ev": 1.005, "e_homo_ev": -9.781, "fmax_ev_per_a": 1.7, "e_above_lowest_kcal_mol": 69.37, "orbital_gap_ev": 10.79, "elements": ["C", "O", "C", "C", "O", "H", "H", "H", "H", "H", "H"], "xyz": [[-1.619, 0.767, 0.426], [-0.552, 0.413, -0.456], [0.596, -0.130, 0.085], [1.367, -1.011, -0.749], [2.065, 0.113, -0.265], [-2.318, -0.069, 0.607], [-1.255, 1.129, 1.396], [-2.183, 1.565, -0.067], [0.598, -0.136, 1.169], [1.554, -2.015, -0.388], [1.180, -0.923, -1.820]], "forces_ev_per_angstrom": [[0.0581, 0.1838, 0.0995], [0.5577, 0.6145, -0.2038], [0.2265, -0.0777, 0.2405], [-0.4495, -0.7108, -0.1160], [-1.3469, 1.0053, 0.0789], [0.4784, 0.0914, -0.1845], [0.0349, -0.0097, -0.1769], [0.1757, -0.1018, 0.1259], [-0.2458, -0.6146, 0.0069], [0.7270, -0.0775, 0.0070], [-0.2161, -0.3029, 0.1225]]}

[2]
{"formula": "C3H6O2", "method": "ωB97M-V with the def2-TZVPD basis set", "e_lumo_ev": 0.992, "e_homo_ev": -10.205, "fmax_ev_per_a": 0.8, "e_above_lowest_kcal_mol": 50.37, "orbital_gap_ev": 11.20, "elements": ["O", "C", "C", "C", "O", "H", "H", "H", "H", "H", "H"], "xyz": [[0.923, -1.440, 0.619], [-0.392, -0.922, 0.675], [-0.559, 0.460, 0.066], [0.502, 1.209, -0.610], [-0.403, 0.383, -1.333], [1.274, -1.302, -0.270], [-1.093, -1.489, 0.063], [-0.691, -0.980, 1.726], [-1.462, 0.975, 0.403], [1.522, 0.831, -0.549], [0.379, 2.277, -0.791]], "forces_ev_per_angstrom": [[-0.0091, 0.1029, -0.1708], [0.2192, 0.4341, 0.1540], [-0.2533, -0.3303, 0.5698], [0.1072, 0.0586, 0.2640], [0.0323, 0.2017, -0.7979], [-0.1707, -0.1588, 0.0329], [-0.0625, -0.5720, 0.1566], [-0.0116, 0.1859, -0.1882], [0.1592, 0.0767, -0.1134], [-0.1291, 0.2103, -0.0343], [0.1183, -0.2091, 0.1272]]}

[3]
{"formula": "C3H6O2", "method": "ωB97M-V with the def2-TZVPD basis set", "e_lumo_ev": 0.780, "e_homo_ev": -10.382, "fmax_ev_per_a": 7.3, "e_above_lowest_kcal_mol": 62.48, "orbital_gap_ev": 11.16, "elements": ["C", "O", "C", "C", "O", "H", "H", "H", "H", "H", "H"], "xyz": [[-0.554, -0.882, 1.535], [0.464, -0.083, 0.822], [0.184, 0.130, -0.498], [-0.306, 1.428, -0.802], [0.468, -0.735, -1.364], [-0.289, -0.967, 2.729], [-1.423, -0.199, 1.656], [-0.650, -2.018, 0.941], [-1.194, 1.836, -0.175], [0.432, 2.194, -0.484], [-0.274, 1.642, -1.735]], "forces_ev_per_angstrom": [[0.8166, -1.4747, 0.9855], [-0.8740, -0.8242, 1.0497], [1.8313, -4.6784, -1.9490], [-0.8195, 3.0077, 6.5767], [-1.1142, 2.6654, 2.8061], [0.1746, -0.2260, -3.3090], [-0.1451, -1.0512, -0.8753], [-0.1254, 3.5871, 2.0341], [1.0821, -1.2294, -1.3796], [0.2079, -0.6239, 0.5397], [-1.0344, 0.8476, -6.4789]]}

[4]
{"formula": "C3H6O2", "method": "ωB97M-V with the def2-TZVPD basis set", "e_lumo_ev": 0.810, "e_homo_ev": -10.125, "fmax_ev_per_a": 1.8, "e_above_lowest_kcal_mol": 42.29, "orbital_gap_ev": 10.94, "elements": ["O", "C", "O", "H", "H", "C", "C", "H", "H", "H", "H"], "xyz": [[0.516, 3.800, -3.419], [0.768, 2.642, -3.411], [1.995, 2.105, -3.263], [0.047, 1.822, -3.568], [2.612, 2.713, -3.720], [-0.510, -2.496, 2.505], [-1.519, -1.834, 3.079], [-0.635, -3.550, 2.301], [0.425, -1.962, 2.589], [-2.370, -2.402, 3.447], [-1.329, -0.838, 3.461]], "forces_ev_per_angstrom": [[-0.0620, 0.5833, -0.1716], [-0.2869, -0.9070, -0.0740], [0.5567, 0.2577, -0.9038], [-0.1533, 0.2100, 0.3637], [-0.0547, -0.1445, 0.7868], [-0.8949, 0.7795, 1.3944], [0.7560, -0.9267, 0.5335], [0.4721, 0.0198, -0.3207], [0.4524, -0.4208, -0.9856], [-0.4093, 0.4880, -0.5195], [-0.3762, 0.0607, -0.1032]]}

[5]
{"formula": "C3H6O2", "method": "ωB97M-V with the def2-TZVPD basis set", "e_lumo_ev": 0.812, "e_homo_ev": -9.818, "fmax_ev_per_a": 6.4, "e_above_lowest_kcal_mol": 95.87, "orbital_gap_ev": 10.63, "elements": ["C", "C", "C", "O", "O", "H", "H", "H", "H", "H", "H"], "xyz": [[-0.633, -0.366, 1.446], [-0.536, -0.266, 0.008], [0.407, 0.595, -0.820], [-1.454, 0.457, 0.654], [1.387, -0.180, -1.457], [-1.137, -1.247, 1.679], [0.132, 0.234, 1.968], [-0.963, -1.374, -0.850], [0.716, 1.264, -0.074], [-0.104, 0.917, -1.656], [2.185, -0.035, -0.897]], "forces_ev_per_angstrom": [[1.8885, 1.2518, -0.6514], [-0.0842, -3.5906, -5.2854], [-0.6337, -3.2163, 0.8702], [-2.5299, 1.4526, 0.3750], [2.4396, 0.2380, 1.4179], [-0.3098, -1.2987, 1.6530], [-0.6195, -0.9820, 0.5477], [1.0546, 3.1817, 2.8393], [1.0569, 1.8281, 0.2978], [-1.7225, 1.8287, -1.0831], [-0.5401, -0.6932, -0.9811]]}

[6]
{"formula": "C3H6O2", "method": "ωB97M-V with the def2-TZVPD basis set", "e_lumo_ev": 0.613, "e_homo_ev": -9.563, "fmax_ev_per_a": 5.4, "e_above_lowest_kcal_mol": 60.50, "orbital_gap_ev": 10.18, "elements": ["O", "C", "C", "C", "O", "H", "H", "H", "H", "H", "H"], "xyz": [[-1.647, -0.996, -0.170], [-0.894, 0.070, 0.354], [-0.028, 0.949, -0.530], [0.596, -0.047, 0.436], [1.080, -1.243, -0.143], [-0.992, -1.659, -0.314], [-1.380, 0.527, 1.226], [0.075, 1.963, -0.141], [-0.045, 0.827, -1.618], [1.171, 0.431, 1.308], [2.064, -0.823, -0.407]], "forces_ev_per_angstrom": [[0.0647, 1.2427, 0.3565], [-0.2714, 0.4353, 0.7802], [-0.2604, 0.4343, 0.6894], [-0.2243, 0.6471, 0.1996], [4.6968, 2.5957, -0.3924], [0.5486, -1.2482, -0.4452], [0.0361, -0.0852, -0.5628], [-0.1767, -0.0454, -0.5209], [0.1595, -0.2093, 0.5645], [-0.8740, -1.2041, -1.2312], [-3.6990, -2.5631, 0.5622]]}

[7]
{"formula": "C3H6O2", "method": "ωB97M-V with the def2-TZVPD basis set", "e_lumo_ev": 0.296, "e_homo_ev": -8.195, "fmax_ev_per_a": 0.5, "e_above_lowest_kcal_mol": 122.04, "orbital_gap_ev": 8.49, "elements": ["C", "O", "C", "C", "O", "H", "H", "H", "H", "H", "H"], "xyz": [[-0.937, -0.413, -0.921], [0.697, -0.622, -0.719], [0.796, -0.137, 0.649], [-0.192, 1.027, 0.777], [-0.877, 1.181, 1.767], [-1.279, -1.260, -0.308], [1.022, 0.089, -1.296], [-1.039, -0.748, -1.967], [1.838, 0.139, 0.849], [0.494, -0.969, 1.286], [-0.011, 1.836, 0.043]], "forces_ev_per_angstrom": [[-0.0303, -0.3099, -0.1110], [-0.0933, 0.2765, -0.1200], [-0.0157, -0.0619, 0.1585], [0.0115, 0.0551, 0.3294], [0.3192, -0.0581, -0.3708], [0.0416, 0.0569, -0.0569], [0.0439, -0.1946, 0.0823], [0.0198, 0.1399, 0.1283], [-0.1890, 0.0111, 0.0021], [0.0143, 0.1143, -0.0700], [-0.1220, -0.0293, 0.0281]]}

[8]
{"formula": "C3H6O2", "method": "ωB97M-V with the def2-TZVPD basis set", "e_lumo_ev": [-1.350, -1.353], "e_homo_ev": [-8.953, -8.946], "fmax_ev_per_a": 0.2, "e_above_lowest_kcal_mol": 123.10, "orbital_gap_ev": [7.60, 7.59], "elements": ["O", "C", "C", "C", "O", "H", "H", "H", "H", "H", "H"], "xyz": [[-1.361, -0.585, -0.309], [-0.936, 0.689, 0.031], [0.570, 0.466, -0.068], [0.718, -0.805, 0.657], [0.771, -0.273, -1.283], [-0.196, -0.642, -1.336], [-1.308, 1.477, -0.648], [-1.183, 0.988, 1.067], [1.315, 1.255, 0.048], [-0.047, -1.227, 1.293], [1.657, -1.342, 0.548]], "forces_ev_per_angstrom": [[-0.1285, -0.0299, -0.0824], [0.1006, 0.1535, 0.0773], [0.0453, 0.0655, 0.2118], [0.1091, 0.0024, 0.0418], [-0.0568, -0.0734, -0.1603], [0.0413, -0.0178, 0.0512], [0.0633, -0.1305, 0.0793], [0.0139, -0.0420, -0.1317], [-0.1213, -0.0966, 0.0174], [0.0550, 0.0814, -0.0830], [-0.1218, 0.0873, -0.0214]]}

[9]
{"formula": "C3H6O2S", "method": "ωB97M-V with the def2-TZVPD basis set", "e_lumo_ev": 0.341, "e_homo_ev": -9.109, "fmax_ev_per_a": 3.9, "e_above_lowest_kcal_mol": 46.57, "orbital_gap_ev": 9.45, "elements": ["O", "C", "C", "O", "C", "S", "H", "H", "H", "H", "H", "H"], "xyz": [[-2.096, 0.581, -0.100], [-1.254, -0.544, -0.370], [0.034, -0.502, 0.373], [0.574, 0.840, 0.047], [1.939, 0.954, -0.045], [3.044, -0.183, -0.097], [-2.344, 0.802, 0.793], [-1.715, -1.509, -0.140], [-1.096, -0.547, -1.454], [0.067, -0.565, 1.446], [0.776, -1.311, 0.041], [2.070, 1.983, -0.494]], "forces_ev_per_angstrom": [[-0.0503, -0.2017, -1.4641], [-0.9513, -0.0579, 0.8797], [2.3850, 0.4082, -1.2388], [1.8146, -1.1508, 0.7385], [-2.6806, 1.7456, -2.2672], [0.9021, -0.6809, 0.5864], [0.3794, -0.6433, 0.6202], [-0.3804, 0.0495, 0.0899], [0.1338, 0.2688, 0.2807], [-0.7558, -0.0349, 0.5810], [-1.1173, 1.1413, 0.0785], [0.3208, -0.8439, 1.1152]]}

[10]
{"formula": "C3H6O2S", "method": "ωB97M-V with the def2-TZVPD basis set", "e_lumo_ev": 0.549, "e_homo_ev": -9.832, "fmax_ev_per_a": 1.2, "e_above_lowest_kcal_mol": 18.55, "orbital_gap_ev": 10.38, "elements": ["O", "C", "S", "C", "C", "O", "H", "H", "H", "H", "H", "H"], "xyz": [[0.607, -0.535, 2.519], [0.398, 0.041, 1.493], [-0.209, 1.702, 1.581], [0.628, -0.674, 0.171], [-0.462, -0.510, -0.878], [-0.325, 0.758, -1.442], [-0.150, 2.036, 0.271], [0.825, -1.723, 0.401], [1.581, -0.278, -0.247], [-0.324, -1.260, -1.642], [-1.432, -0.596, -0.389], [-1.137, 1.038, -1.839]], "forces_ev_per_angstrom": [[0.0831, -0.1764, 0.8798], [-0.0249, -0.4984, -0.6821], [-0.0232, 0.4406, -0.1840], [0.7521, 0.5348, -0.4292], [0.2762, -0.2204, 0.8670], [0.7884, 0.8984, -0.2908], [0.0166, -0.3013, 0.3103], [-0.2306, 0.0857, 0.1118], [-0.5272, -0.1272, 0.1132], [-0.1854, -0.4827, -0.1994], [-0.2246, -0.3023, -0.0975], [-0.7005, 0.1492, -0.3990]]}

[11]
{"formula": "C3H6O2S2", "method": "ωB97M-V with the def2-TZVPD basis set", "e_lumo_ev": -0.503, "e_homo_ev": -9.347, "fmax_ev_per_a": 5.1, "e_above_lowest_kcal_mol": 94.63, "orbital_gap_ev": 8.84, "elements": ["C", "C", "C", "O", "O", "S", "S", "H", "H", "H", "H", "H", "H"], "xyz": [[2.620, -1.473, 0.324], [2.764, -0.601, 1.151], [-1.037, 1.780, 0.903], [1.613, -0.273, -2.190], [1.220, 2.180, -1.581], [-0.117, 0.180, 0.835], [0.752, 0.844, -1.856], [2.418, -2.152, -0.403], [0.399, 0.624, 1.939], [2.963, 0.078, 1.847], [-1.734, 1.813, 0.051], [-0.468, 2.654, 0.897], [-1.652, 1.802, 1.729]], "forces_ev_per_angstrom": [[0.5552, 2.7012, 2.7317], [-0.3751, -3.7878, -3.4205], [-1.1015, -1.6455, -2.5375], [-0.1495, 1.3985, 0.2983], [0.5116, -0.9011, -0.2764], [-1.1809, 1.1930, -0.2618], [-0.2841, -0.3793, -0.2980], [-0.3572, -1.5582, -1.6188], [1.1450, -0.3958, 1.0833], [0.6411, 2.4189, 2.4053], [0.3823, 0.0316, 0.0973], [1.4608, 1.0969, -0.2195], [-1.2478, -0.1726, 2.0166]]}

[12]
{"formula": "C3H6O3", "method": "ωB97M-V with the def2-TZVPD basis set", "e_lumo_ev": 0.422, "e_homo_ev": -10.527, "fmax_ev_per_a": 0.6, "e_above_lowest_kcal_mol": 58.79, "orbital_gap_ev": 10.95, "elements": ["O", "C", "C", "C", "O", "H", "H", "H", "H", "O", "H", "H"], "xyz": [[1.868, 1.011, 0.385], [0.823, 0.688, 0.905], [-0.101, -0.308, 0.281], [-1.335, -0.769, 0.921], [-1.354, 0.362, 0.072], [0.438, 1.219, 1.799], [0.267, -0.812, -0.609], [-1.822, -1.634, 0.474], [-1.544, -0.610, 1.984], [1.003, 0.010, -2.351], [0.188, 0.523, -2.237], [1.569, 0.321, -1.624]], "forces_ev_per_angstrom": [[-0.4201, -0.2761, 0.2780], [0.3272, 0.1352, -0.1274], [0.0403, 0.0327, -0.1560], [-0.1936, -0.1520, 0.2520], [-0.3775, 0.1727, 0.0311], [0.0566, -0.1658, -0.0576], [0.0186, -0.1228, 0.4262], [0.1584, -0.0267, 0.1903], [0.1467, 0.1440, -0.3562], [-0.0372, 0.3426, 0.0205], [0.2611, -0.1106, -0.2098], [0.0195, 0.0270, -0.2910]]}